(1)
Here is a 3-piece molecular cluster, H6O2S2 overall from OMol25. Energies are from the ωB97M-V functional and the def2-TZVPD basis.

XYZ file:
```
10
Properties=species:S:1:pos:R:3:mulliken_charge:R:1
S -1.0626 -1.6355 0.2661 -0.15
S -2.6837 -0.7748 1.0896 -0.17
H -0.2939 -0.7405 -0.3996 0.18
H -2.3779 0.4521 1.5376 0.13
H 0.7032 0.5982 -2.5750 0.32
H 0.5185 1.0855 -1.1020 0.33
O 0.0538 0.7023 -1.8508 -0.66
H 1.9328 -0.6206 0.8198 0.31
H 1.5950 0.6686 1.5475 0.31
O 1.6149 0.2647 0.6669 -0.60
```

Total energy, eV: -25862.2413
SMILES string: SS.O.O
Multiplicity: 1

(2)
Here is a 3-piece molecular cluster, H6O3 overall from OMol25. Energies are from the ωB97M-V functional and the def2-TZVPD basis.

XYZ file:
```
9
Properties=species:S:1:pos:R:3:mulliken_charge:R:1
O 1.2942 -1.6109 -1.7502 -0.65
H 0.8232 -0.7609 -1.4712 0.34
H 2.2442 -1.6059 -1.3292 0.31
O -0.6038 1.0831 1.8748 -0.68
H -1.2338 1.6281 2.3418 0.31
H 0.3392 1.4121 1.7548 0.35
O -0.9318 -0.4059 -0.4972 -0.63
H -0.5068 0.2121 0.1218 0.37
H -1.4248 0.0481 -1.0452 0.28
```

Total energy, eV: -6239.0280
SMILES string: O.O.O
Multiplicity: 1

(3)
Here is a 3-piece molecular cluster, H6O3 overall from OMol25. Energies are from the ωB97M-V functional and the def2-TZVPD basis.

XYZ file:
```
9
Properties=species:S:1:pos:R:3:mulliken_charge:R:1
O 6.0969 1.8430 2.1448 -0.64
H 5.5709 1.5833 1.3839 0.32
H 6.2829 1.0885 2.7186 0.32
O -2.3216 -0.5054 0.9991 -0.65
H -2.3641 0.4670 0.9054 0.32
H -2.1937 -0.7331 0.0666 0.32
O -3.5507 -0.9584 -2.5284 -0.64
H -3.1902 -1.2817 -3.3572 0.32
H -4.3304 -1.5032 -2.3329 0.33
```

Total energy, eV: -6239.6319
SMILES string: O.O.O
Multiplicity: 1

(4)
Here is a 3-piece molecular cluster, H6O3 overall from OMol25. Energies are from the ωB97M-V functional and the def2-TZVPD basis.

XYZ file:
```
9
Properties=species:S:1:pos:R:3:mulliken_charge:R:1
O -0.7906 2.5522 -0.7753 -0.66
H -0.1835 3.2510 -0.5039 0.33
H -1.0049 2.0834 0.0409 0.33
O 0.4939 -0.6965 -0.7088 -0.67
H 0.6117 -1.0892 -1.5815 0.31
H 0.1741 0.1999 -0.8827 0.35
O 0.1235 -2.4788 1.4668 -0.65
H 0.5943 -2.0206 2.1693 0.30
H -0.0184 -1.8013 0.7752 0.37
```

Total energy, eV: -6239.8828
SMILES string: O.O.O
Multiplicity: 1

One value per record, in order, for F_max: 1.9; 7.0; 1.2; 0.6 eV/Å.
One value per record, in order, for frontier orbital gap: 8.54; 10.95; 12.07; 11.24 eV.
One value per record, in order, for energy above the lowest of the compared OMol25 structures with the same formula, charge and spin: 12.6; 28.3; 14.3; 8.5 kcal/mol.